{"formula": "C3H4ClNO2S", "method": "wB97M-V/def2-TZVPD", "total_energy_ev": -32115.5035, "lumo_ha": -0.0108, "homo_ev": -9.7179, "charge": 0, "elements": ["C", "C", "C", "N", "O", "O", "S", "Cl", "H", "H", "H", "H"], "positions_angstrom": [[-0.08343, 0.88131, -1.55780], [1.72138, 0.76838, 1.27969], [-0.89429, -0.10096, -1.53185], [0.90447, -0.18723, 1.45035], [0.62735, 1.79638, -1.61810], [-1.96407, -2.41944, -0.90558], [-1.12520, -1.45811, -0.24616], [-2.53421, -0.46880, 0.96390], [2.48280, 1.16337, 1.94276], [1.41891, 1.31348, 0.35627], [-1.58099, -0.39800, -2.35840], [1.02727, -0.89038, 2.22493]], "mulliken_charge": [1.085, -0.127, -0.942, -0.339, -0.397, -0.539, 0.630, -0.189, 0.287, 0.014, 0.340, 0.177]}


{"formula": "C10H24BBr2ClN3O9P2S", "method": "wB97M-V/def2-TZVPD", "total_energy_ev": -216352.5373, "lumo_ha": -0.1103, "homo_ev": -12.0856, "charge": 1, "elements": ["C", "N", "B", "O", "O", "C", "C", "C", "C", "C", "S", "O", "O", "Cl", "C", "Br", "O", "C", "C", "P", "O", "O", "P", "O", "Br", "H", "H", "H", "H", "H", "H", "H", "H", "H", "H", "H", "H", "H", "H", "H", "H", "H", "H", "H", "H", "C", "O", "N", "N", "H", "H", "H", "H"], "positions_angstrom": [[-1.20410, 3.04809, 0.92518], [-0.46653, 1.92246, 0.22238], [-1.42554, 1.60487, -0.96252], [-1.38403, 2.37314, -2.08093], [-2.25566, 0.57671, -0.75284], [-0.39895, 0.71895, 1.19114], [-0.01245, -0.61212, 0.53582], [-0.98202, -1.75670, 0.87157], [-0.25032, -3.08545, 1.12447], [-0.95388, -3.95010, 2.17750], [0.14619, -4.67541, 3.36200], [-0.62574, -5.33954, 4.35900], [1.15971, -3.73124, 3.71298], [1.02578, -6.09582, 2.21103], [0.57438, 1.05721, 2.30956], [0.62591, -0.34943, 3.60419], [1.85794, 1.23202, 1.77120], [1.85178, 2.43049, 1.02980], [0.94583, 2.42558, -0.20356], [0.87837, 4.27748, -0.91768], [2.40517, 4.41504, -1.44711], [0.89558, 5.17543, 0.44453], [1.54955, 1.27279, -1.63448], [1.32222, 2.32671, -2.85885], [3.75651, 1.27351, -1.37315], [-2.02714, 2.61400, 1.48886], [-0.54154, 3.57466, 1.59898], [-1.60923, 3.74532, 0.19570], [-1.86305, 3.21150, -2.07083], [-2.98536, 0.56182, -1.38886], [-1.38511, 0.59917, 1.63636], [0.98575, -0.89821, 0.86750], [0.04503, -0.55406, -0.54633], [-1.68033, -1.88173, 0.04870], [-1.55061, -1.53439, 1.77876], [0.76711, -2.88811, 1.46303], [-0.18324, -3.65248, 0.19930], [-1.49147, -4.78617, 1.73241], [-1.65907, -3.40226, 2.80680], [0.28224, 1.95211, 2.86542], [2.87531, 2.63490, 0.73248], [1.54564, 3.23493, 1.71053], [3.10258, 4.38718, -0.77951], [1.67568, 5.14351, 1.01161], [1.97835, 2.24646, -3.56436], [-0.57984, -2.59826, -3.16871], [-0.36782, -2.61983, -1.96300], [0.40938, -2.34362, -4.07188], [-1.81663, -2.83595, -3.69391], [0.26350, -2.34187, -5.06373], [1.33425, -2.19890, -3.71253], [-2.55597, -3.06016, -3.05520], [-2.00410, -2.84425, -4.67879]], "mulliken_charge": [-1.295, -0.032, 1.015, -0.535, -0.651, -0.131, -1.306, -0.962, -0.828, -0.892, 0.986, -0.534, -0.495, -0.201, -0.765, -0.067, -0.294, -1.623, 1.041, 0.220, -0.423, -0.487, 0.494, -0.431, -0.232, 0.345, 0.483, 0.521, 0.333, 0.323, 0.772, 0.997, 0.047, 0.212, 0.744, 0.606, 0.496, 0.520, 0.373, 0.475, 0.505, 0.571, 0.363, 0.344, 0.377, 0.650, -0.533, -0.439, -0.419, 0.162, 0.221, 0.217, 0.160]}


{"formula": "C5H7NO", "method": "wB97M-V/def2-TZVPD", "total_energy_ev": -8830.1214, "lumo_ha": 0.0132, "homo_ev": -8.3453, "charge": 0, "elements": ["O", "C", "C", "C", "C", "C", "N", "H", "H", "H", "H", "H", "H", "H"], "positions_angstrom": [[1.88385, -0.60529, -0.89141], [1.17481, -0.37222, 0.29589], [0.48492, 0.94726, 0.46993], [-0.89004, 0.81889, -0.10477], [-1.07103, -0.57045, -0.64469], [-0.16312, -1.15699, 0.45877], [-0.65104, 0.54615, 1.33264], [1.36268, -0.26863, -1.63118], [1.86669, -0.60165, 1.11010], [0.94545, 1.91852, 0.64711], [-1.47676, 1.70211, -0.35552], [-0.72048, -0.75915, -1.66643], [-2.09984, -0.93106, -0.56153], [-0.64609, -0.66750, 1.54109]], "mulliken_charge": [-0.544, -0.007, -0.265, -0.012, -0.700, -0.402, -0.593, 0.333, 0.386, 0.407, 0.413, 0.217, 0.304, 0.464]}